Entry 1:
Entry from the Open Molecules 2025 dataset: 9 unconnected molecules or ions with the total composition C28H46Cl8O15 at a distorted geometry (the ωB97M-V functional and the def2-TZVPD basis).

XYZ file:
```
97
Properties=species:S:1:pos:R:3:forces:R:3:lowdin_charge:R:1
C -12.77311 0.19625 -9.19455 0.62 -3.51 -0.82 -0.04
C -12.65245 1.42624 -8.41185 0.14 -2.94 0.92 -0.37
C -12.14195 2.52011 -9.22190 1.67 1.43 -0.32 -0.05
O -13.21147 3.44585 -9.10529 3.34 3.16 -3.84 0.17
C -14.14923 3.00792 -8.44292 -8.41 -0.02 4.75 -0.59
O -15.20537 3.59611 -8.07642 3.39 -1.38 -1.55 0.08
O -13.95966 1.73954 -8.04120 -0.55 1.14 0.48 0.09
H -11.79269 -0.20357 -9.45345 0.27 -0.12 0.29 0.10
H -13.29725 0.06668 -10.14144 -0.29 1.59 -0.27 0.11
H -13.30494 -0.58689 -8.65422 0.36 -0.04 0.64 0.09
H -12.09840 1.22213 -7.49563 0.25 0.08 -0.03 0.17
H -11.87259 2.14384 -10.20880 -0.77 0.67 -0.46 0.15
H -11.25052 3.04263 -8.87488 -0.05 -0.16 0.34 0.15
C -17.74228 6.62604 -0.80335 -0.54 -1.25 -1.49 -0.01
C -17.01720 6.97035 0.43723 0.47 -1.72 0.36 -0.41
C -16.36603 8.25006 0.57005 0.88 2.92 -0.85 -0.09
O -16.54622 8.64060 1.93740 1.93 1.17 -1.04 0.13
C -17.34735 7.82320 2.52754 -2.50 -1.84 2.35 -0.53
O -17.71963 7.88887 3.68499 0.71 -0.37 -2.53 0.14
O -17.76469 6.84705 1.60762 -1.04 0.31 1.90 0.09
H -17.21186 6.86612 -1.72483 0.38 0.53 0.21 0.04
H -18.76719 6.96259 -0.95956 0.08 0.45 0.58 0.10
H -17.77713 5.54046 -0.89506 -0.24 -0.22 0.26 0.08
H -16.14123 6.33288 0.55721 -0.37 -1.18 -0.22 0.15
H -16.75655 9.05754 -0.04929 -0.02 0.03 -0.04 0.14
H -15.33361 8.02899 0.29924 0.29 1.09 0.42 0.14
C -15.77056 5.55466 -4.70406 -0.57 0.80 0.22 -0.05
C -15.69827 4.08342 -4.46305 0.94 -0.09 -3.11 -0.38
C -14.33708 3.43063 -4.49309 1.06 0.34 -4.08 -0.10
O -14.24466 2.63075 -3.40306 2.66 -1.31 2.18 0.12
C -15.18589 2.92171 -2.60515 -3.46 -1.43 3.46 -0.58
O -15.39304 2.39697 -1.50216 0.35 1.21 -1.88 0.08
O -16.06306 3.71799 -3.22571 -2.17 -0.11 4.77 0.08
H -16.02631 5.77545 -5.74038 0.52 -0.07 -0.06 0.07
H -14.91147 6.13634 -4.36983 0.11 -0.24 -0.21 0.03
H -16.62726 5.93774 -4.14961 0.07 -0.07 0.09 0.01
H -16.32563 3.56470 -5.18792 -0.38 0.08 -0.03 0.13
H -13.56057 4.19417 -4.53925 0.37 -0.37 -0.06 0.12
H -14.28965 2.62499 -5.22576 0.45 1.07 -1.33 0.14
C -17.18098 -0.33603 -0.00925 0.82 0.59 1.36 0.07
C -18.45574 0.55164 -0.02269 -0.41 -2.06 0.29 -0.22
C -19.29219 0.47197 -1.25165 -1.31 -0.45 2.85 -0.02
O -20.63997 0.37549 -0.65925 2.17 0.45 -1.91 0.17
C -20.56085 0.27046 0.69917 -4.14 -0.39 0.10 -0.51
O -21.52235 0.11633 1.37974 1.30 0.07 -0.32 0.26
O -19.30688 0.36612 1.12742 3.13 0.74 -1.70 0.27
H -16.95056 -0.42327 1.05253 0.04 -0.33 0.06 0.11
H -16.31475 0.20272 -0.39329 -0.25 0.10 -0.48 0.09
H -17.28726 -1.32161 -0.46250 -0.43 0.23 -0.07 0.11
H -18.11652 1.58733 -0.04242 0.84 1.01 0.87 0.22
H -19.00610 -0.36744 -1.88540 -0.47 -0.30 -0.26 0.17
H -18.98846 1.36999 -1.78962 -1.06 0.55 -0.90 0.13
C -13.04722 7.59280 -11.25743 -0.78 -1.15 -0.39 0.00
C -14.15768 7.82196 -10.22812 -0.22 2.69 -2.09 -0.33
C -15.26223 6.83189 -9.95641 1.20 -1.54 -1.37 -0.09
O -15.11451 6.64590 -8.58038 -1.59 -1.61 0.78 0.08
C -14.31201 7.54785 -8.07784 -0.02 1.75 4.69 -0.57
O -14.30654 7.89484 -6.88786 0.14 -1.34 -2.53 0.09
O -13.57570 8.10189 -8.99678 1.15 0.54 0.56 0.12
H -12.32149 6.85663 -10.91179 -0.06 -0.04 0.38 0.09
H -12.46860 8.43901 -11.62788 -0.47 0.32 0.44 0.09
H -13.51350 7.11364 -12.11829 0.00 0.13 -0.29 0.08
H -14.78373 8.68980 -10.43555 0.78 0.79 -0.76 0.16
H -14.98451 5.97570 -10.57115 -0.47 -0.87 0.60 0.13
H -16.28451 7.11291 -10.20951 0.20 0.37 0.13 0.12
Cl -18.30939 -0.10502 -7.46818 0.17 0.08 -0.29 0.57
C -16.82433 0.44566 -6.62729 -0.65 0.37 -0.40 -0.64
C -17.04436 0.21568 -5.15575 0.86 -0.41 -0.24 -0.65
Cl -18.19727 1.34750 -4.41199 -0.09 0.10 -0.04 0.63
H -16.66101 1.48994 -6.89358 -0.05 0.03 0.11 0.05
H -15.97610 -0.11712 -7.01701 -0.13 -0.17 0.23 0.08
H -16.08211 0.33472 -4.65774 -0.12 -0.05 0.29 0.07
H -17.42841 -0.79839 -5.04495 0.07 0.13 0.33 0.06
Cl -19.11003 7.96102 -9.11069 -0.05 -0.92 0.76 0.51
C -19.46830 6.62357 -7.87907 -0.23 0.03 -1.09 -0.56
C -18.67075 6.89247 -6.64572 1.66 0.98 1.54 -0.66
Cl -19.01874 5.89097 -5.18645 -0.57 -0.18 -0.62 0.57
H -19.19170 5.66298 -8.31365 0.42 0.21 -0.17 0.08
H -20.55552 6.55450 -7.84331 0.12 0.54 0.69 0.07
H -18.55879 7.89356 -6.22933 -1.56 0.45 -0.33 0.05
H -17.58984 6.82975 -6.77140 0.06 -1.10 -0.80 0.05
Cl -16.85731 8.81780 -3.72456 0.77 0.61 -0.86 0.54
C -15.64219 10.01289 -4.45669 0.82 -0.96 -0.07 -0.56
C -15.97718 10.44977 -5.88140 -1.20 1.64 -0.21 -0.63
Cl -14.63324 11.34337 -6.70680 -0.13 -0.28 0.65 0.55
H -14.63222 9.60541 -4.50151 -0.26 -0.84 0.20 0.06
H -15.56755 10.75064 -3.65777 -0.44 0.59 -0.73 0.07
H -16.78985 11.17411 -5.82669 0.04 0.20 0.06 0.06
H -16.32908 9.78713 -6.67207 0.40 -0.94 0.87 0.05
Cl -10.50915 4.94518 0.02522 0.31 0.24 1.68 0.60
C -11.13157 5.20769 -1.57319 0.27 0.17 -0.64 -0.73
C -12.23358 6.25268 -1.63701 -0.03 -1.20 0.44 -0.62
Cl -12.50255 6.69119 -3.36786 0.09 0.13 0.81 0.60
H -11.49672 4.20203 -1.78155 0.10 0.36 -1.08 0.06
H -10.27549 5.57486 -2.13924 -0.20 -0.57 -0.42 0.06
H -11.98909 7.07662 -0.96660 -0.10 0.34 -0.60 0.07
H -13.10919 5.72764 -1.25523 -0.39 0.54 -0.16 0.06
```
Positions in Å, forces in eV/Å.

Frontier orbital gap (spin up / spin down) (eV): 9.4 / 1.9
Spin multiplicity: 2
LUMO level (spin up / spin down) (eV): -2.67 / -10.19
Charge: +1


Entry 2:
Entry from the Open Molecules 2025 dataset: 3 unconnected molecules or ions with the total composition C5H12O3 at a distorted geometry (the ωB97M-V functional and the def2-TZVPD basis).

XYZ file:
```
20
Properties=species:S:1:pos:R:3:forces:R:3:lowdin_charge:R:1
C -0.82117 1.78798 1.69144 -4.80 1.39 -1.06 -0.09
C -2.08271 -1.21951 -1.53893 -1.10 1.74 1.42 0.04
C -0.87052 -0.72722 -1.25029 -1.48 -0.64 0.29 -0.42
O 0.23636 -1.39353 -1.71124 0.78 -0.69 0.00 0.00
C -0.47404 0.45355 -0.43687 -1.51 -1.59 -1.77 -0.08
C -1.11421 0.81618 0.64726 -0.93 -4.86 2.31 -0.14
H -0.19012 1.86420 2.47402 3.00 -1.37 2.14 0.04
H -0.63373 2.62428 1.11172 0.46 2.50 -0.72 0.06
H -1.79854 1.99340 2.24277 0.87 -0.04 -0.86 0.11
H -2.02991 -2.20980 -1.89447 -0.67 -1.01 -0.85 0.03
H -3.09256 -0.74575 -1.25210 2.03 -0.83 -0.45 0.10
H 0.03380 -2.28297 -2.09272 -0.11 1.27 0.45 0.13
H 0.30073 0.81856 -1.00224 2.04 2.05 -0.17 0.07
H -1.85940 -0.05064 0.96757 1.15 2.08 -0.70 0.15
H 3.28540 0.22353 -0.01648 -1.47 1.17 -0.44 0.07
H 2.40224 0.97787 -1.11477 0.35 -0.43 2.34 0.09
O 2.48356 0.82664 -0.11083 1.52 -0.57 -2.07 -0.12
H 1.56927 -1.31518 0.50242 0.70 -0.66 0.87 0.03
H 2.48811 -0.80101 1.55506 0.08 0.18 0.46 0.00
O 2.16743 -1.64059 1.22870 -0.90 0.30 -1.19 -0.08
```
Positions in Å, forces in eV/Å.

Frontier orbital gap (eV): 9.2
LUMO level (eV): 0.54


Entry 3:
Entry from the Open Molecules 2025 dataset: 7 unconnected molecules or ions with the total composition C34H89N7O10 at a distorted geometry (the ωB97M-V functional and the def2-TZVPD basis).

XYZ file:
```
140
Properties=species:S:1:pos:R:3:forces:R:3:lowdin_charge:R:1
C 25.85311 -0.00913 -4.80008 -0.34 -0.62 -0.49 -0.09
O 25.79791 -1.40971 -4.57825 0.52 0.02 0.43 -0.20
C 25.85219 -1.86506 -3.24352 -1.75 0.46 1.13 -0.24
C 26.05377 -3.36769 -3.18401 0.19 0.41 -1.50 -0.21
N 25.27540 -4.00946 -4.24085 -0.40 0.50 1.95 -0.07
C 25.49891 -5.42928 -4.30717 -0.11 0.21 -1.10 -0.21
C 25.25720 -6.03508 -5.67281 0.23 0.36 -1.14 -0.25
O 23.90654 -6.11526 -6.04731 -0.35 0.47 0.37 -0.19
C 23.70828 -6.65976 -7.35862 0.37 0.29 1.81 -0.08
H 25.13586 0.60825 -4.25083 0.00 -0.36 0.52 0.09
H 25.52255 0.05740 -5.83611 0.50 0.41 -0.14 0.09
H 26.86907 0.34713 -4.63776 0.03 0.25 -0.12 0.09
H 24.88030 -1.63580 -2.77696 -0.35 -0.24 -0.27 0.12
H 26.47209 -1.31813 -2.52247 0.97 -0.01 -0.72 0.12
H 25.77428 -3.70735 -2.18647 0.09 -0.16 0.05 0.12
H 27.11450 -3.57415 -3.38802 0.21 -0.13 0.44 0.11
H 25.07875 -3.35818 -4.97779 0.05 -0.69 -0.67 0.11
H 24.88643 -5.97190 -3.58047 0.22 0.04 0.24 0.12
H 26.57525 -5.56257 -4.13069 -0.03 -0.56 0.31 0.11
H 25.71503 -7.02189 -5.80373 0.04 -0.16 0.55 0.09
H 25.79274 -5.40198 -6.39975 0.03 0.10 -0.07 0.13
H 24.13410 -5.98268 -8.10160 -0.03 -0.19 -0.26 0.09
H 22.63172 -6.75181 -7.43295 0.03 -0.16 -0.48 0.09
H 24.21095 -7.63038 -7.31518 -0.16 -0.19 -0.78 0.08
C 25.09300 -9.89306 -13.31364 -0.83 -0.24 0.50 -0.10
O 25.57848 -11.16907 -13.65102 1.13 -0.32 0.02 -0.21
C 24.63888 -11.95457 -14.35378 -0.70 0.17 0.61 -0.20
C 23.45214 -12.27259 -13.44563 -0.82 -0.51 -1.38 -0.20
N 22.64151 -13.31846 -14.11226 0.51 -0.49 -0.06 -0.06
C 21.47686 -13.68120 -13.30066 -0.12 1.71 0.52 -0.20
C 21.90346 -14.25345 -11.95804 0.21 0.00 -0.56 -0.24
O 20.78458 -14.80528 -11.30937 -0.12 -0.06 -0.32 -0.18
C 21.08503 -15.50075 -10.12162 0.26 -0.04 -0.36 -0.10
H 25.86068 -9.21978 -12.93432 0.48 -0.23 -0.62 0.09
H 24.41809 -9.95109 -12.44751 -0.24 -0.16 -0.27 0.05
H 24.54376 -9.50417 -14.17720 0.09 0.48 0.12 0.10
H 24.99451 -12.95510 -14.60448 0.83 0.30 0.01 0.12
H 24.39075 -11.44082 -15.29000 -0.35 -0.04 0.00 0.12
H 22.74284 -11.44469 -13.32368 0.51 0.39 0.69 0.11
H 23.89214 -12.65909 -12.52850 -0.32 0.23 0.12 0.10
H 22.28504 -12.84999 -14.93975 -0.09 -0.27 -0.12 0.10
H 20.75620 -14.30137 -13.83043 0.35 -0.40 -0.04 0.13
H 20.97336 -12.72244 -13.12645 -0.50 -0.25 0.29 0.08
H 22.35033 -13.49729 -11.30724 -0.03 0.10 -0.07 0.10
H 22.71267 -14.95278 -12.21858 -0.19 -0.54 0.46 0.13
H 21.67531 -14.89175 -9.42679 -0.16 0.07 0.04 0.08
H 21.67293 -16.39553 -10.36464 -0.07 -0.07 0.16 0.09
H 20.12432 -15.78250 -9.69583 0.13 -0.05 0.19 0.09
C 18.94470 -11.41597 -14.89733 0.33 1.28 -0.53 -0.09
O 20.18574 -10.95783 -14.38431 0.86 -0.22 -0.05 -0.23
C 20.14980 -9.92424 -13.41230 -1.60 -0.04 -0.36 -0.20
C 19.39520 -10.38705 -12.15707 0.37 0.27 0.65 -0.20
N 19.82567 -9.68648 -10.93399 1.00 -0.40 -0.13 -0.04
C 21.06008 -10.26825 -10.40015 -0.38 0.20 1.27 -0.23
C 21.52819 -9.43525 -9.20811 1.28 -0.95 -1.03 -0.18
O 22.11098 -8.19974 -9.62397 -0.89 0.21 0.56 -0.19
C 23.28048 -8.27419 -10.37444 1.06 0.49 -0.70 -0.14
H 18.16460 -11.39675 -14.14063 -0.09 -0.47 0.00 0.08
H 19.10012 -12.37031 -15.39301 -0.01 -0.29 0.51 0.09
H 18.65223 -10.74007 -15.71064 -0.28 0.12 0.09 0.09
H 19.66102 -9.03552 -13.83405 -0.09 0.05 -0.05 0.12
H 21.16131 -9.59403 -13.18025 0.20 -0.50 0.03 0.11
H 19.59293 -11.45557 -12.04752 0.20 0.00 0.23 0.11
H 18.30624 -10.33380 -12.17840 0.00 0.38 -0.55 0.11
H 20.12656 -8.72951 -11.11816 -0.69 0.09 -0.33 0.11
H 21.89754 -10.33022 -11.10512 -0.12 -0.27 -0.23 0.09
H 20.86919 -11.25357 -9.96047 -0.10 -0.14 -0.48 0.13
H 22.31598 -10.03657 -8.73209 -0.13 0.14 0.29 0.10
H 20.69755 -9.30176 -8.52079 0.09 0.58 0.01 0.13
H 24.11388 -8.86639 -9.97542 -0.39 -0.28 0.39 0.07
H 23.68654 -7.26273 -10.45236 -0.20 0.10 0.15 0.09
H 23.17409 -8.59119 -11.41907 -0.50 -0.17 0.08 0.06
C 24.97332 -10.87937 -7.92131 -0.36 0.14 -0.15 -0.06
C 25.69443 -11.62340 -9.04173 -0.10 0.67 0.98 -0.41
C 24.72350 -12.19065 -10.08480 1.00 -0.38 0.81 -0.18
O 24.03417 -13.32542 -9.57465 -0.18 0.41 -0.19 -0.19
C 24.70892 -14.53689 -9.72056 1.28 -0.89 0.60 -0.14
N 26.64732 -10.70981 -9.69612 0.18 -0.79 -0.12 0.08
H 25.67205 -10.61892 -7.12611 0.01 -0.03 0.05 0.05
H 24.17327 -11.49405 -7.50155 0.10 -0.06 0.06 0.09
H 24.51298 -9.95241 -8.27673 0.12 -0.06 -0.04 0.04
H 26.23103 -12.41061 -8.49136 -0.09 -0.46 -0.55 0.13
H 25.32835 -12.48523 -10.94637 -0.23 0.19 -0.31 0.10
H 23.98573 -11.42166 -10.30555 -0.09 -0.03 -0.34 0.11
H 24.39569 -15.17759 -8.89588 -0.47 -0.28 -0.37 0.09
H 25.80105 -14.52401 -9.58651 -0.04 0.87 0.22 0.06
H 24.66034 -15.02716 -10.69956 -0.85 0.15 -0.08 0.08
H 27.19498 -11.34611 -10.27982 0.10 0.43 -0.26 0.07
H 27.31517 -10.39155 -8.98445 -0.31 -0.08 -0.21 0.03
C 32.01169 -10.32042 -8.05402 -0.93 -0.18 0.14 -0.06
C 30.59846 -10.20732 -7.46264 0.63 -0.50 -0.10 -0.45
C 29.67589 -9.22842 -8.19879 -0.44 -1.23 0.72 -0.16
O 28.36775 -9.44085 -7.64349 0.09 0.76 0.93 -0.27
C 27.54645 -8.27022 -7.63584 0.04 -0.87 -0.33 -0.09
N 30.00991 -11.55098 -7.44405 -0.14 0.76 -0.43 0.05
H 32.42124 -9.32267 -8.20712 0.32 -0.17 -0.23 0.08
H 31.93210 -10.93917 -8.94859 0.20 0.42 -0.33 0.07
H 32.62281 -10.90212 -7.36287 0.17 0.25 0.08 0.07
H 30.74572 -9.83144 -6.43970 -0.35 0.24 0.04 0.13
H 29.54527 -9.46872 -9.25592 0.69 0.29 -0.26 0.13
H 30.03833 -8.22383 -7.98143 -0.14 0.21 -0.40 0.12
H 27.12031 -8.19651 -8.64095 0.09 0.76 -0.01 0.09
H 28.11733 -7.41230 -7.27932 -0.09 0.20 -0.31 0.09
H 26.70660 -8.42794 -6.96352 0.12 -0.23 0.14 0.05
H 30.52057 -12.11846 -6.78052 -0.32 -0.14 0.15 0.06
H 29.05358 -11.42582 -7.12895 0.11 -0.47 0.24 0.03
C 27.00544 -12.34034 -5.04152 -0.57 -0.83 -0.66 -0.06
C 28.12212 -11.96660 -4.07374 0.07 1.38 -0.51 -0.43
C 27.64604 -11.89573 -2.63026 0.15 -1.13 0.76 -0.21
O 26.92873 -13.09614 -2.34727 -0.46 0.17 0.19 -0.20
C 26.06929 -12.94942 -1.22563 0.49 1.16 -0.40 -0.10
N 29.35298 -12.72109 -4.31204 -0.28 -0.58 0.52 0.04
H 26.08553 -11.77758 -4.87462 0.15 0.21 0.15 0.08
H 26.68260 -13.38722 -5.04254 0.26 -0.06 0.77 0.08
H 27.25056 -12.25287 -6.10458 0.46 0.63 0.19 0.05
H 28.39201 -10.92939 -4.31253 -0.03 0.03 -0.10 0.13
H 27.08694 -10.99134 -2.36130 -0.48 -0.09 -0.58 0.12
H 28.47740 -11.87910 -1.90778 0.34 0.13 -0.35 0.12
H 25.21927 -12.30573 -1.48422 -0.31 -0.42 -0.18 0.09
H 26.57838 -12.33845 -0.46926 0.13 -0.57 0.42 0.08
H 25.76630 -13.92615 -0.87025 -0.02 -0.01 0.08 0.09
H 29.20712 -13.66197 -3.94693 0.08 -0.04 -0.21 0.08
H 30.07651 -12.33044 -3.71471 0.04 0.01 -0.11 0.07
C 29.87902 -14.81706 -12.45991 -0.16 0.65 -0.14 -0.06
C 28.89769 -13.70742 -12.04739 0.46 -1.07 0.19 -0.44
C 28.54169 -12.82999 -13.24378 -0.27 -0.03 -0.31 -0.21
O 29.67702 -12.27289 -13.89219 -0.60 0.61 0.69 -0.17
C 30.14810 -11.13374 -13.21620 1.61 0.26 0.03 -0.12
N 27.66421 -14.26537 -11.51048 -1.17 -0.32 -0.55 0.03
H 29.41737 -15.39993 -13.26059 0.02 -0.23 0.14 0.08
H 30.09207 -15.42829 -11.58370 0.14 -0.19 -0.16 0.07
H 30.79588 -14.39320 -12.87260 0.08 -0.06 0.16 0.07
H 29.33070 -13.17638 -11.19272 0.15 0.51 -0.42 0.13
H 27.76186 -12.11226 -12.96583 0.41 0.47 0.12 0.10
H 28.05230 -13.37552 -14.05807 0.06 -0.64 0.34 0.13
H 30.93733 -10.69188 -13.83186 -0.35 0.11 -0.29 0.09
H 30.71605 -11.36599 -12.30401 -0.45 -0.30 0.24 0.08
H 29.40966 -10.36717 -12.97568 -0.35 -0.20 -0.18 0.09
H 27.78676 -14.98491 -10.80595 0.55 0.28 0.20 0.07
H 27.20092 -14.78780 -12.25638 -0.09 0.26 -0.01 0.08
```
Positions in Å, forces in eV/Å.

Frontier orbital gap (eV): 8.7
LUMO level (eV): 0.53


The records above yield E_tot values of -5904.18331 -423.31589 -2484.21799 a.u., respectively.